61
Properties=species:S:1:pos:R:3 method="wB97M-V/def2-TZVPD" orbital_gap_ev="4.939 / 4.031" de_lowest_kj_mol=347.05 e_lumo_ev="2.08 / 2.09" homo_ev="-2.8600 / -1.9411" total_charge=-1
Sr -1.81455 -0.37080 -3.43179
O -1.64544 4.75125 -6.73298
C -1.59469 4.08778 -5.73051
S -3.01291 3.63823 -4.76792
C -2.16478 2.73195 -3.52542
C -0.82792 2.64045 -3.70091
S 0.18945 1.84644 -2.49756
S -0.08463 3.43766 -5.06902
S -3.07006 2.08363 -2.17792
Cl 2.45498 4.13753 -2.15047
C 2.83633 2.55504 -2.78685
C 1.76871 1.75365 -3.27431
C 2.13462 0.62038 -4.05032
Cl 0.88102 -0.12847 -5.07888
C 3.42572 0.19105 -4.15387
Cl 3.85456 -1.16378 -5.17266
C 4.44094 0.88698 -3.47371
Cl 5.94491 0.08494 -3.08834
C 4.13226 2.13622 -2.88256
Cl 5.44811 3.16726 -2.37671
C -0.51747 1.77037 1.03269
C 0.38482 0.60249 1.46358
C 1.63508 0.63710 0.56624
C 0.83046 0.85745 2.91562
Si -0.56791 -1.05105 1.33357
Br -0.59203 -1.56795 -0.92708
C 0.33674 -2.56411 2.10162
C 1.84689 -2.50792 1.83152
C 0.12828 -2.58112 3.62634
C -0.15314 -3.90467 1.53196
C -2.42035 -0.93893 1.80511
C -3.22881 -0.13908 0.77024
C -2.57266 -0.25641 3.17629
C -3.07330 -2.32678 1.88440
H 0.08510 2.68322 0.99984
H -1.33385 1.94071 1.73515
H -0.94322 1.64136 0.03744
H 2.10641 1.62004 0.66624
H 1.39222 0.50206 -0.48862
H 2.37511 -0.11109 0.83400
H 1.28137 1.85342 2.96941
H 1.58200 0.14269 3.25552
H -0.00071 0.83845 3.62117
H 2.33144 -1.66522 2.32190
H 2.06871 -2.45985 0.76388
H 2.30488 -3.42216 2.22369
H 0.44833 -1.65284 4.10325
H 0.72448 -3.39307 4.05608
H -0.91039 -2.76122 3.90079
H 0.06440 -3.99308 0.46792
H -1.22005 -4.06979 1.67324
H 0.37830 -4.71184 2.04756
H -2.83819 0.85818 0.57581
H -4.25421 -0.03176 1.14003
H -3.28287 -0.66485 -0.18436
H -2.26146 0.78666 3.15235
H -2.01178 -0.76128 3.96559
H -3.62980 -0.27437 3.46157
H -2.96992 -2.87734 0.94734
H -4.14417 -2.19512 2.07088
H -2.67530 -2.93873 2.69292

=====

48
Properties=species:S:1:pos:R:3 method="wB97M-V/def2-TZVPD" orbital_gap_ev=6.622 de_lowest_kj_mol=387.56 e_lumo_ev=-4.91 homo_ev=-11.5293 total_charge=+1
C 0.09964 4.70112 -1.19512
N -1.14412 4.13517 -0.54836
C -1.60749 2.92813 -0.77932
N -0.86239 2.12635 -1.76908
C 0.18653 1.28581 -1.11166
C -0.36052 0.26631 0.00466
C 0.36944 -1.15678 -0.21722
F 0.82524 -1.67881 1.06569
N -2.80739 2.31783 -0.20274
C -3.15435 2.83101 1.12853
F -1.97927 2.91150 1.92798
F -3.72596 4.11871 1.14310
C -4.16758 1.87959 1.97158
F -3.63720 1.72735 3.27256
F -5.41062 2.51681 2.17220
F -4.29818 0.60459 1.44398
P -4.17086 2.22633 -1.32278
N -4.44698 0.65938 -1.56785
O -5.60432 2.90643 -0.75058
O -3.69858 2.82501 -2.85329
H 1.01352 4.13816 -0.78739
H 0.22993 5.80844 -0.92839
H 0.04577 4.54274 -2.31841
H -1.63393 4.75640 0.10756
H -1.56264 1.56385 -2.27175
H 0.63491 0.63259 -1.94581
H 1.07174 1.91284 -0.73419
H -1.48738 0.09618 -0.05212
H -0.01344 0.65822 1.01381
H -0.31709 -1.88209 -0.76219
H 1.31426 -1.07302 -0.85588
H -5.40840 0.41711 -1.29936
H -6.29683 2.23150 -0.59411
H -4.04226 2.15390 -3.49815
C 4.77208 -6.42258 1.77785
C 4.02529 -5.39374 2.34360
C 3.98694 -4.14495 1.73433
C 4.69810 -3.93928 0.55444
C 5.45358 -4.96221 -0.01331
C 5.48834 -6.20696 0.60443
N 4.64039 -2.63335 -0.10396
O 3.98292 -1.75378 0.43254
O 5.24812 -2.49683 -1.15343
H 4.79523 -7.39797 2.25340
H 3.47016 -5.56687 3.25896
H 3.40156 -3.35136 2.18444
H 6.01314 -4.80734 -0.92865
H 6.07099 -7.01144 0.16952

=====

45
Properties=species:S:1:pos:R:3 method="wB97M-V/def2-TZVPD" orbital_gap_ev=8.372 de_lowest_kj_mol=759.30 e_lumo_ev=2.82 homo_ev=-5.5492 total_charge=-1
C -1.98245 -0.12024 -0.43651
O -2.30558 -0.65136 0.81982
C -0.72942 -0.75543 -0.99135
C 0.55203 -0.02782 -0.39508
C 1.53022 0.71369 -1.27846
C 2.88554 1.12625 -0.81325
N 3.29302 0.58517 0.42229
O 3.58087 1.93060 -1.35741
H -1.99115 0.99158 -0.43212
H -2.82081 -0.28363 -1.11428
H -0.47272 -0.95599 -1.97396
H -0.83993 -1.89966 -0.52943
H 0.16200 0.57912 0.35370
H 1.16197 -0.87610 0.03075
H 1.27244 1.63952 -2.02059
H 1.69967 0.02086 -2.21475
H 3.96744 1.03976 0.98093
H 2.68800 0.08085 0.99354
H -2.23123 2.53389 0.67420
H -1.26868 3.61013 0.01075
O -1.94089 3.04621 -0.13955
H 0.68306 3.40604 0.44472
H 1.97330 4.20735 0.35940
O 1.05773 4.18374 0.14622
H 2.84734 -3.39881 -0.54532
H 2.80552 -3.61107 -1.97980
O 2.81193 -4.00149 -1.15659
H -1.05246 -0.91894 1.74261
H -1.16967 -2.45274 1.81741
O -0.62720 -1.76407 2.17618
H -0.28980 -2.87122 -2.40805
H -1.37389 -3.90904 -2.75601
O -0.53819 -3.52751 -3.00928
H -4.81952 -0.92026 -0.13844
H -4.00967 -0.61803 -1.48462
O -4.85254 -0.73066 -1.07962
H -3.40207 0.76514 3.18145
H -2.73810 0.36033 1.94458
O -2.62492 0.78418 2.80654
H 0.81836 -2.13768 1.64717
H 1.78334 -3.16360 1.86404
O 1.77585 -2.21245 1.27166
H -0.82182 1.60846 1.60963
H 0.71216 1.93671 2.09366
O -0.06954 2.38311 1.81963

=====

23
Properties=species:S:1:pos:R:3 method="wB97M-V/def2-TZVPD" orbital_gap_ev=11.628 de_lowest_kj_mol=131.09 e_lumo_ev=-3.36 homo_ev=-14.9885 total_charge=+1
C -2.09672 0.95113 -0.79934
C -1.01329 0.09388 -0.12456
C 0.43766 0.65844 -0.30911
C 1.52489 -0.17611 -0.93983
C 2.64989 -0.69576 -0.00059
N -1.17389 -1.30990 -0.69327
H -3.06521 0.75016 -0.32460
H -1.85718 2.00595 -0.78675
H -2.33763 0.55598 -1.79508
H -1.26038 0.04528 0.93200
H 0.69852 0.95147 0.70527
H 0.26623 1.55167 -0.91033
H 1.97624 0.12890 -1.88233
H 1.10155 -1.12258 -1.35347
H 3.60384 -0.36901 -0.40563
H 2.68181 -1.76692 0.17296
H 2.52506 -0.23505 0.98157
H -2.13238 -1.65578 -0.65735
H -0.69511 -1.36189 -1.58743
H -0.69562 -1.93402 -0.03415
H 0.17074 1.51345 3.16803
H -0.76675 0.50067 3.74240
O -0.54225 0.92005 2.90161

=====

102
Properties=species:S:1:pos:R:3 method="wB97M-V/def2-TZVPD" orbital_gap_ev=7.318 de_lowest_kj_mol=87.25 e_lumo_ev=2.46 homo_ev=-4.8603 total_charge=-1
Bi 0.43179 0.09339 -0.10854
C -2.73521 -1.23033 -0.54615
N -1.38704 -1.73955 -0.85275
C -1.22973 -2.01439 -2.28393
C -1.64046 -0.83991 -3.18645
N -1.14563 0.45332 -2.72713
C 0.04074 0.91746 -3.44150
C -2.12599 1.50309 -2.76529
C -2.79681 1.81164 -3.94290
C -3.65704 2.89452 -4.01271
C -3.82159 3.69825 -2.89226
C -3.16845 3.39396 -1.71362
C -2.32395 2.28066 -1.61578
S -1.65828 1.85121 -0.05730
C -1.06565 -2.81914 0.03392
C -0.96320 -4.14437 -0.36398
C -0.68730 -5.14506 0.55770
C -0.54664 -4.83683 1.90080
C -0.62657 -3.51604 2.31297
C -0.84637 -2.50391 1.38804
S -0.78599 -0.82234 1.92106
H -3.50183 -1.95500 -0.85192
H -2.90127 -0.28462 -1.04962
H -2.81930 -1.04765 0.51920
H -1.85404 -2.86502 -2.59432
H -0.19094 -2.28222 -2.46133
H -2.73002 -0.80544 -3.23808
H -1.27195 -1.07531 -4.19472
H -0.13852 1.02510 -4.52158
H 0.85962 0.22843 -3.28437
H 0.33376 1.89167 -3.04747
H -2.63648 1.19380 -4.81973
H -4.16316 3.12110 -4.94231
H -4.46401 4.56866 -2.94747
H -3.29645 4.01553 -0.83747
H -1.09614 -4.41544 -1.40198
H -0.59856 -6.16941 0.21920
H -0.35494 -5.61739 2.62643
H -0.48744 -3.23874 3.34878
O 3.08865 -0.35150 -4.65964
C 2.61643 -1.60050 -4.80293
C 2.40572 -2.10270 -6.08867
C 1.95530 -3.39553 -6.26933
C 1.73125 -4.22373 -5.17460
C 1.91187 -3.72601 -3.89717
C 2.31791 -2.40888 -3.69103
C 2.33216 -1.80736 -2.32487
O 2.67420 -0.58694 -2.17636
N 1.93019 -2.60020 -1.36113
N 1.74650 -1.99278 -0.15267
C 2.28422 -2.52023 0.87681
C 2.29848 -1.94600 2.20440
C 2.48732 -2.80654 3.28997
C 2.64795 -2.33674 4.57590
C 2.65885 -0.96002 4.79168
C 2.48719 -0.08743 3.74010
C 2.27335 -0.54239 2.42129
O 2.10861 0.34454 1.46810
H 3.10400 -0.19724 -3.66736
H 2.60640 -1.45552 -6.93239
H 1.78509 -3.76792 -7.27199
H 1.41672 -5.24904 -5.31929
H 1.73886 -4.33920 -3.02374
H 2.84261 -3.45016 0.74370
H 2.48248 -3.87467 3.10156
H 2.77411 -3.02652 5.40036
H 2.79182 -0.57074 5.79401
H 2.49902 0.98271 3.90401
C 2.52115 6.12386 5.38038
C 2.59354 6.34650 4.01386
C 1.99388 5.45903 3.12955
C 1.29791 4.35152 3.59875
C 1.25200 4.12762 4.97285
C 1.85306 5.00618 5.86011
Sb 0.51328 2.76814 2.31476
C -1.55290 3.04439 2.99812
C -1.92626 2.13657 3.98319
C -3.24937 2.02701 4.39006
C -4.22040 2.81359 3.79293
C -3.85610 3.72284 2.80918
C -2.53189 3.84299 2.41911
C 0.78148 3.94288 0.50546
C 0.11446 5.11910 0.18144
C 0.29464 5.71260 -1.06004
C 1.17320 5.15671 -1.97982
C 1.87543 4.00697 -1.65083
C 1.67800 3.40596 -0.41556
H 2.99687 6.81003 6.06950
H 3.12754 7.20970 3.63565
H 2.06818 5.63542 2.06328
H 0.73262 3.25095 5.34669
H 1.81132 4.81390 6.92512
H -1.18045 1.47908 4.42071
H -3.52486 1.30495 5.14889
H -5.25968 2.70072 4.07593
H -4.61851 4.32465 2.32880
H -2.26991 4.53737 1.63280
H -0.55242 5.57636 0.90241
H -0.25820 6.60701 -1.32274
H 1.31562 5.61836 -2.94892
H 2.57215 3.57186 -2.35702
H 2.23477 2.50709 -0.16565

=====

7
Properties=species:S:1:pos:R:3 method="wB97M-V/def2-TZVPD" orbital_gap_ev=8.966 de_lowest_kj_mol=82.72 e_lumo_ev=-2.63 homo_ev=-11.5926
N 1.55012 0.77142 -0.22906
O -1.43671 0.12680 1.38167
O -1.60089 -0.24393 -1.05971
O 0.42290 1.12633 -0.03076
O 0.25930 -1.24085 0.32500
S -0.84467 -0.36287 0.18869
H 1.64996 -0.17689 -0.57583

=====

11
Properties=species:S:1:pos:R:3 method="wB97M-V/def2-TZVPD" orbital_gap_ev=1.944 de_lowest_kj_mol=1384.25 e_lumo_ev=4.66 homo_ev=2.7203 total_charge=-3
Y -0.55046 1.35172 0.24487
P 4.08475 1.70914 -1.58418
O 3.37284 2.40039 -0.45107
O 2.74265 0.71490 -1.84971
O 5.27088 0.98738 -0.77072
O 4.67252 2.56079 -2.71574
P -4.03561 -1.98064 1.42670
O -2.48277 -2.19251 1.09609
O -3.96725 -0.46468 1.20880
O -4.33605 -2.19943 2.95008
O -4.77146 -2.88704 0.44483

=====

16
Properties=species:S:1:pos:R:3 method="wB97M-V/def2-TZVPD" orbital_gap_ev=11.734 de_lowest_kj_mol=455.11 e_lumo_ev=-3.13 homo_ev=-14.8617 total_charge=+1
C 3.41890 1.07368 0.05855
C 0.08043 -0.65653 0.46517
C -1.72097 0.79802 -0.57907
C -0.02279 -1.17685 -0.85032
C 0.23699 -0.80840 1.73400
N 2.38262 0.64230 -0.10854
N -0.32483 0.31488 -0.50428
H 4.40896 1.52393 0.26367
H -1.80121 1.45781 0.17515
H -2.39003 -0.11052 -0.38818
H 0.79863 -1.15244 -1.63789
H -0.78814 -1.81911 -1.22309
H -1.87339 1.17528 -1.62049
H 0.55642 -1.67587 2.21412
H -0.03663 -0.02918 2.34497
H 0.34807 0.80293 -1.00138

=====

109
Properties=species:S:1:pos:R:3 method="wB97M-V/def2-TZVPD" orbital_gap_ev=6.312 e_lumo_ev=-4.64 homo_ev=-10.9519 total_charge=+1
C 9.22675 4.54173 -6.21930
C 9.16482 3.69359 -4.88150
C 7.74792 3.64562 -4.17774
C 6.51693 3.67838 -5.16892
C 6.58154 2.50663 -6.22469
C 5.87102 1.14899 -5.78367
C 4.75497 1.28015 -4.65464
C 4.91858 2.51367 -3.68601
S 3.30735 2.64735 -2.73656
N 5.16960 3.76351 -4.46608
Cl 3.96386 3.96977 -5.74448
P 5.00056 5.20255 -3.35400
O 3.43379 5.82204 -3.60127
Cl 6.26293 6.76802 -3.94429
H 8.53323 5.43367 -6.22386
H 10.25298 4.96336 -6.42807
H 8.92826 3.85088 -7.06285
H 9.91749 4.15489 -4.17542
H 9.54858 2.65762 -5.10848
H 7.69416 2.64987 -3.63560
H 7.73416 4.42835 -3.37573
H 6.59236 4.64019 -5.75977
H 7.62960 2.23844 -6.53357
H 6.07726 2.86418 -7.16954
H 5.33892 0.76091 -6.70407
H 6.61806 0.34067 -5.52827
H 4.79901 0.32967 -4.04368
H 3.72850 1.28303 -5.11608
H 5.69642 2.28668 -2.91347
H 3.53236 2.39044 -1.40235
H 3.52079 6.46646 -4.33536
O -0.20729 -1.38582 1.60143
P -0.23182 -1.38372 0.07497
O -1.55903 -0.43065 -0.16297
C -1.43866 0.96691 0.08583
C -0.53126 1.64786 -0.92915
O -0.94766 -2.86177 -0.12466
C -0.96717 -3.81169 0.94361
C -2.19562 -3.63830 1.82000
O -0.00985 -1.39844 -1.62751
C 1.31887 -1.24711 -2.11375
C 2.29583 -2.23215 -1.49986
H -1.07466 1.14378 1.10298
H -2.44330 1.38971 0.01976
H 0.51682 1.37682 -0.74864
H -0.60627 2.73540 -0.85614
H -0.78468 1.34768 -1.94811
H -0.04432 -3.75616 1.52470
H -0.98791 -4.80762 0.49313
H -2.36923 -2.59660 2.09519
H -2.10091 -4.22481 2.73655
H -3.09104 -3.96868 1.29001
H 1.65053 -0.21873 -1.93114
H 1.28468 -1.39099 -3.19596
H 2.38642 -2.08586 -0.41662
H 3.28923 -2.10987 -1.93661
H 1.96112 -3.25901 -1.66036
O 1.05035 -1.28082 8.44619
P 0.06380 -1.36929 7.28468
O -1.34581 -1.13820 8.12237
C -1.63858 0.16065 8.61355
C -1.94132 1.14074 7.49326
O 0.02179 -3.02056 7.14774
C 1.04212 -3.82477 7.73729
C 0.69433 -4.20689 9.16534
O -0.81801 -1.33521 5.81696
C -0.23008 -0.60095 4.73891
C 1.19864 -1.01728 4.45053
H -0.81311 0.52538 9.23257
H -2.51606 0.06825 9.25743
H -1.02624 1.39431 6.94522
H -2.35582 2.07050 7.88940
H -2.65120 0.71710 6.77981
H 2.01028 -3.32323 7.67708
H 1.12812 -4.73423 7.13561
H 0.34946 -3.35523 9.75293
H 1.55968 -4.64471 9.66863
H -0.11746 -4.93673 9.17706
H -0.27356 0.46990 4.96539
H -0.84752 -0.77288 3.85591
H 1.85571 -0.81610 5.30643
H 1.59056 -0.46910 3.59249
H 1.25443 -2.08819 4.24409
O -7.80030 -2.65852 -0.31301
P -7.31350 -1.38534 -0.99973
O -7.25490 -0.38555 0.31892
C -6.21971 -0.58134 1.26885
C -4.85734 -0.21401 0.70781
O -8.76467 -0.90040 -1.63524
C -9.85153 -1.81835 -1.74897
C -10.71074 -1.82158 -0.49680
O -6.60770 -0.14777 -1.95187
C -5.59041 -0.55634 -2.87030
C -6.03278 -1.69061 -3.77477
H -6.22414 -1.61584 1.62573
H -6.44307 0.06161 2.12338
H -4.52821 -0.95944 -0.02513
H -4.10571 -0.17722 1.50019
H -4.88547 0.75660 0.20691
H -9.48674 -2.81843 -1.99181
H -10.46075 -1.49774 -2.59880
H -10.11745 -1.88475 0.41629
H -11.41009 -2.66081 -0.51175
H -11.28448 -0.89545 -0.42655
H -4.69375 -0.84546 -2.31193
H -5.33137 0.31647 -3.47367
H -6.25900 -2.59706 -3.20037
H -5.24715 -1.93794 -4.49118
H -6.93906 -1.41874 -4.32036